{"formula": "C37H112N4O21", "method": "the ωB97M-V functional and the def2-TZVPD basis", "symbols": ["C", "O", "C", "C", "N", "C", "C", "O", "C", "H", "H", "H", "H", "H", "H", "H", "H", "H", "H", "H", "H", "H", "H", "H", "C", "O", "C", "C", "N", "C", "C", "O", "C", "H", "H", "H", "H", "H", "H", "H", "H", "H", "H", "H", "H", "H", "H", "H", "C", "O", "C", "C", "N", "C", "C", "O", "C", "H", "H", "H", "H", "H", "H", "H", "H", "H", "H", "H", "H", "H", "H", "H", "C", "O", "C", "C", "N", "C", "C", "O", "C", "H", "H", "H", "H", "H", "H", "H", "H", "H", "H", "H", "H", "H", "H", "H", "C", "O", "H", "H", "H", "H", "C", "O", "H", "H", "H", "H", "C", "O", "H", "H", "H", "H", "C", "O", "H", "H", "H", "H", "C", "O", "H", "H", "H", "H", "C", "O", "H", "H", "H", "H", "C", "O", "H", "H", "H", "H", "C", "O", "H", "H", "H", "H", "C", "O", "H", "H", "H", "H", "C", "O", "H", "H", "H", "H", "C", "O", "H", "H", "H", "H", "C", "O", "H", "H", "H", "H", "C", "O", "H", "H", "H", "H"], "xyz": [[-3.219149, 5.007481, 0.061600], [-1.913644, 5.035597, 0.740555], [-0.965867, 5.588854, -0.142671], [0.404335, 5.694650, 0.449260], [0.357981, 6.478334, 1.676968], [1.581904, 6.294687, 2.377283], [1.571838, 7.062053, 3.710147], [0.735698, 6.471589, 4.747299], [0.866461, 7.090206, 6.043273], [-3.518652, 6.050740, -0.038420], [-3.932258, 4.471446, 0.687890], [-3.143924, 4.580960, -0.938664], [-1.151025, 6.566485, -0.587700], [-0.781321, 4.895431, -0.963165], [1.022391, 6.177524, -0.307667], [0.905736, 4.749911, 0.659395], [-0.418528, 6.166564, 2.242598], [2.290113, 6.715660, 1.663621], [1.864635, 5.264350, 2.593090], [1.286855, 8.092035, 3.495614], [2.575662, 7.177596, 4.118895], [0.906907, 8.174867, 5.943357], [1.673791, 6.592027, 6.580043], [-0.031520, 6.927718, 6.639381], [-1.598172, -2.682160, -4.927080], [-2.908359, -2.838340, -4.464341], [-3.828170, -1.837129, -4.825924], [-5.141643, -2.061408, -4.108391], [-4.956125, -2.088212, -2.616654], [-6.189088, -1.857459, -1.871440], [-7.012382, -3.141255, -1.742047], [-6.186744, -4.212869, -1.315816], [-6.843891, -5.474404, -1.191487], [-0.961568, -3.467641, -4.519852], [-1.240016, -1.677230, -4.703588], [-1.568649, -2.882976, -5.998011], [-3.901638, -1.778429, -5.911859], [-3.362085, -0.890522, -4.552437], [-5.542129, -3.043707, -4.358986], [-5.919693, -1.434458, -4.543906], [-4.618775, -3.002588, -2.351670], [-6.767528, -1.030791, -2.283930], [-5.844273, -1.556118, -0.882305], [-7.491938, -3.406396, -2.684292], [-7.878354, -3.001672, -1.094972], [-7.769261, -5.266870, -0.654161], [-6.197543, -6.160290, -0.643865], [-7.115155, -5.968937, -2.124200], [5.852036, -2.779787, 1.073041], [4.704683, -2.598962, 1.841675], [4.934049, -3.311417, 3.091674], [3.805859, -3.185521, 4.104032], [3.780358, -1.844995, 4.721704], [2.678311, -1.704949, 5.689727], [1.266379, -1.718459, 4.993316], [1.123740, -0.725733, 3.988237], [-0.054091, -0.865481, 3.226941], [5.993439, -3.846403, 0.898590], [6.721393, -2.420486, 1.623693], [5.889440, -2.224506, 0.135830], [5.839280, -3.020069, 3.624387], [4.961092, -4.368840, 2.828587], [3.954140, -3.988131, 4.826478], [2.901834, -3.395006, 3.532226], [3.483248, -1.110024, 4.095884], [2.904279, -0.753186, 6.170551], [2.686338, -2.486307, 6.449666], [0.555646, -1.633472, 5.815356], [1.073823, -2.720610, 4.610287], [-0.194505, 0.020141, 2.607218], [-0.982381, -0.888868, 3.797761], [0.053391, -1.772738, 2.632422], [1.520887, 2.200786, 2.120496], [2.911228, 2.370389, 1.775926], [3.534200, 1.096943, 1.890353], [5.058674, 1.275591, 1.962297], [5.630182, 2.007388, 0.840745], [7.072634, 2.144535, 0.916553], [7.696282, 2.951458, -0.272063], [7.308752, 4.416023, -0.143213], [7.854355, 5.195109, -1.125054], [1.203613, 3.199748, 2.419703], [1.339037, 1.505196, 2.939764], [0.965255, 1.839849, 1.254987], [3.352738, 0.345457, 1.121956], [3.209138, 0.547810, 2.774026], [5.598387, 0.387265, 2.290449], [5.143108, 1.996720, 2.775297], [5.290002, 2.958034, 0.815407], [7.546583, 1.166071, 0.994456], [7.438249, 2.562729, 1.854385], [7.379784, 2.452570, -1.188054], [8.780997, 2.927270, -0.167658], [8.934669, 5.270970, -1.001408], [7.513513, 6.229094, -1.072091], [7.671404, 4.653608, -2.053173], [2.343597, -2.736655, -5.804247], [3.088844, -2.258164, -6.894427], [1.382788, -2.237123, -5.680120], [2.084413, -3.792379, -5.884102], [2.980617, -2.595831, -4.931048], [2.774725, -2.737324, -7.664701], [-0.554275, -4.720762, 2.148689], [-1.427838, -4.488645, 3.207503], [0.358133, -4.134592, 2.258360], [-0.284555, -5.774510, 2.078329], [-1.046886, -4.392303, 1.233515], [-2.323933, -4.672712, 2.916410], [-2.888124, -5.286297, -2.416218], [-3.131302, -6.615453, -2.102292], [-2.334731, -4.775597, -1.628152], [-2.353444, -5.159591, -3.357572], [-3.873584, -4.823592, -2.469825], [-2.476316, -7.168446, -2.534485], [-2.738954, 1.797379, 1.632035], [-3.783710, 2.125653, 2.531604], [-2.327030, 0.820044, 1.883526], [-3.144254, 1.676330, 0.627459], [-1.964901, 2.563904, 1.594979], [-3.388955, 2.456205, 3.341850], [4.444000, 0.454044, -1.989652], [5.515256, 0.057816, -1.138322], [4.640035, 1.493016, -2.254626], [4.429367, -0.082225, -2.938498], [3.505025, 0.488476, -1.437173], [5.526871, 0.649570, -0.382483], [-1.121688, -1.712718, -0.555020], [-1.209479, -0.291161, -0.792606], [-2.119140, -2.064662, -0.291739], [-0.921875, -2.186493, -1.516120], [-0.408129, -2.070279, 0.187334], [-2.053211, -0.041760, -1.176685], [-4.382326, 1.342188, -2.042607], [-3.540349, 0.172196, -1.852923], [-4.158661, 1.648524, -3.064480], [-5.446386, 1.234207, -1.832299], [-4.088987, 2.191180, -1.425132], [-4.089544, -0.582474, -2.077570], [0.573528, 2.141352, -2.232458], [0.979779, 0.818299, -2.391147], [-0.484925, 2.303800, -2.435898], [0.502696, 2.456949, -1.191553], [1.129014, 2.831264, -2.867724], [0.505410, 0.229797, -1.799337], [-4.133319, -4.051844, 1.547327], [-4.092891, -4.576920, 2.847852], [-3.276766, -3.404789, 1.358280], [-4.209941, -4.774492, 0.734917], [-5.006052, -3.398828, 1.546646], [-4.762669, -5.261000, 2.918849], [-2.076279, 4.743850, -4.156449], [-2.052229, 5.738410, -3.133765], [-2.655168, 3.840656, -3.963502], [-2.276742, 5.134176, -5.154230], [-1.073346, 4.322058, -4.222169], [-2.927582, 6.127903, -3.073308], [1.288732, -5.075723, -3.116556], [2.285884, -6.040641, -3.506297], [1.093174, -4.270787, -3.825030], [0.334401, -5.596339, -3.037132], [1.592794, -4.606393, -2.180936], [2.172212, -6.723942, -2.841635], [-7.162248, 2.469502, 2.074090], [-6.293269, 1.732029, 1.228184], [-7.400721, 1.848009, 2.937219], [-6.785563, 3.444539, 2.383139], [-8.117476, 2.651859, 1.581743], [-5.408152, 1.822462, 1.588733], [2.543702, -2.344837, -0.291879], [2.773256, -3.644957, 0.222627], [1.809930, -2.294612, -1.096333], [2.166319, -1.825532, 0.589025], [3.485293, -1.905523, -0.621298], [3.457422, -3.550447, 0.889406]], "forces_ev_per_a": [[1.20, 0.54, 0.92], [-1.31, 0.18, -0.85], [1.44, -1.07, -0.77], [-0.22, 0.38, 1.05], [-0.65, -0.22, -0.37], [0.19, 0.89, 1.37], [0.41, 0.33, 0.60], [-0.03, 0.33, -0.68], [-0.44, -0.47, -0.95], [-0.33, 0.05, -0.09], [0.19, -0.05, -0.02], [0.13, -0.24, 0.05], [-0.97, 0.13, 0.28], [-0.59, -0.06, -0.52], [0.15, 0.28, 0.01], [-0.28, -0.59, -0.19], [-0.24, -0.14, 0.00], [0.82, 0.07, 0.61], [-0.01, -0.41, -0.16], [-0.59, 0.15, 0.07], [0.37, -0.41, -0.04], [0.67, 0.07, 0.09], [0.40, 0.57, 0.04], [-0.23, -0.40, -0.34], [-0.25, -0.07, -0.62], [-0.56, -1.07, 0.79], [0.96, 0.41, 0.05], [0.32, -1.58, 0.33], [-0.55, 1.53, -1.53], [0.43, -0.93, 0.71], [-0.64, -0.16, -0.42], [0.39, -0.02, -0.16], [-0.31, 0.73, 0.31], [-0.12, 0.23, 0.53], [0.37, 0.02, 0.02], [0.06, 0.40, -0.42], [-0.52, -0.27, -0.30], [-0.26, 0.49, 0.35], [0.26, -0.39, -0.47], [0.12, 0.80, 0.80], [0.25, -0.02, -0.09], [-0.04, -0.15, -0.11], [-0.36, 0.07, 0.30], [0.20, -0.04, -0.55], [0.07, 0.09, 0.63], [-0.16, -0.47, 0.29], [0.01, 0.25, 0.08], [0.17, 0.33, -0.42], [1.35, -0.02, -0.43], [-0.22, 0.16, 1.81], [-0.92, -0.23, 0.12], [-0.01, 1.34, -1.51], [-0.50, -0.92, 0.94], [-0.38, 0.32, -1.08], [0.74, -0.32, 1.15], [0.35, 0.11, 0.94], [-0.10, 0.01, -0.26], [0.16, -0.16, -0.30], [0.25, -0.04, 0.19], [-0.79, 0.02, -0.01], [0.38, 0.25, -0.55], [0.43, -0.24, -0.02], [-0.05, 0.30, 0.33], [-0.46, -0.21, 0.13], [0.65, -0.25, -1.07], [-0.56, 0.09, 0.24], [0.04, -0.09, -0.03], [-0.48, 0.53, -0.04], [0.08, -0.12, -0.47], [0.51, -0.15, -0.29], [0.09, -0.42, 0.55], [-0.42, -0.01, -0.26], [0.42, 0.93, -0.38], [-0.54, -1.68, 0.51], [1.64, -0.78, -0.34], [-0.93, 2.14, 1.43], [0.67, -0.50, -0.97], [1.04, 0.46, -0.27], [-0.78, 1.13, 1.83], [-0.83, -3.17, 1.51], [1.09, -0.23, -0.86], [-0.39, -0.15, -0.11], [0.43, 0.03, 0.16], [-0.15, 0.09, -0.16], [-0.66, 0.46, -0.91], [-0.02, 0.39, 0.50], [-0.05, -0.19, -0.66], [0.27, -0.21, 0.90], [-0.63, -0.05, 0.00], [-0.07, -0.36, -0.73], [-0.28, 0.72, 0.34], [-0.14, 0.61, -0.39], [0.09, -0.13, -0.15], [0.48, -0.08, -0.06], [-0.59, -0.26, -0.18], [-0.05, 0.82, -0.73], [-0.01, -0.27, 0.60], [-0.12, -0.12, -0.58], [0.00, 0.49, 0.08], [0.34, -0.26, -0.08], [-0.34, -0.02, 0.18], [0.15, 0.18, -0.22], [-0.02, 0.07, -0.46], [0.31, 0.34, 0.87], [0.05, 0.00, 0.12], [0.11, -0.14, -0.19], [0.28, -0.14, -0.50], [-0.31, -0.16, 0.37], [-0.24, 0.98, -0.09], [0.03, -1.40, 0.20], [0.23, 0.08, 0.14], [-0.16, 0.09, -0.06], [0.13, 0.23, -0.26], [-0.01, -0.06, 0.13], [0.32, -0.50, -0.35], [-0.22, 0.27, 0.00], [0.27, 0.02, 0.08], [-0.20, 0.18, 0.06], [0.03, 0.00, 0.04], [-0.10, 0.02, 0.05], [0.65, 1.35, 0.64], [0.07, -1.58, -0.96], [-0.17, 0.33, -0.31], [-0.11, -0.47, 0.45], [-0.29, -0.51, -0.37], [-0.19, 0.82, 0.26], [-1.45, 0.58, -1.26], [2.25, -0.68, 1.38], [-0.09, -0.20, 0.36], [0.37, -0.33, -0.05], [0.13, 0.76, 0.03], [-0.75, -0.27, -0.29], [1.18, 0.12, -0.48], [-0.91, 1.92, 0.72], [-0.68, 0.25, -0.21], [0.04, -0.61, -0.18], [0.44, -0.30, 0.33], [-0.19, -1.30, -0.36], [-1.44, 0.35, 0.71], [0.91, -0.15, -0.69], [-0.45, -0.29, -0.93], [1.12, 0.20, 0.40], [0.31, -0.26, 0.25], [-0.62, 0.21, 0.30], [-0.97, 1.18, -0.51], [0.49, -0.75, 0.42], [0.20, -0.20, 0.28], [0.03, -0.24, 0.14], [-0.12, 0.14, -0.70], [0.02, -0.06, 0.09], [1.14, -0.35, -0.16], [-0.28, -0.51, -0.44], [-0.71, 0.31, 0.30], [-0.37, 0.18, 0.07], [0.26, 0.32, 0.12], [-0.08, 0.07, 0.00], [0.00, -0.32, 0.20], [-0.57, 0.76, -0.20], [0.70, -0.26, -0.43], [-0.22, 0.08, 0.41], [-0.25, -0.02, 0.19], [0.35, -0.22, -0.07], [-0.35, -0.55, 0.07], [-0.43, 0.44, -0.46], [0.03, 0.23, 0.40], [0.30, -0.05, 0.04], [0.12, -0.09, -0.36], [0.29, 0.00, 0.31], [0.38, 0.13, 1.20], [-0.63, -1.15, -1.12], [0.04, -0.48, 0.05], [-0.19, 1.00, -0.35], [-0.07, 0.27, -0.14], [0.18, 0.27, 0.18]], "homo_ev": -8.56, "charge": 0, "orbital_gap_ha": 0.3287, "fmax_ev_per_a": 3.6}